{"formula": "C17H25FGaN4O6", "method": "ωB97M-V/def2-TZVPD", "total_charge": -1, "energy_ev": -91373.2959, "species": ["O", "O", "C", "C", "H", "F", "C", "C", "H", "C", "H", "H", "H", "C", "O", "H", "N", "H", "H", "H", "H", "H", "C", "C", "O", "H", "C", "N", "C", "H", "C", "H", "H", "H", "Ga", "H", "H", "C", "H", "C", "C", "H", "H", "C", "N", "C", "N", "H", "H", "O", "C", "H", "H", "O"], "positions_angstrom": [[6.04, 2.87, 2.27], [-2.96, 1.50, -1.09], [-2.96, 0.64, -1.94], [2.56, 2.00, 1.95], [1.89, 2.71, 1.48], [-2.81, 0.99, -4.90], [-0.19, -0.62, -0.42], [-3.71, 0.24, -4.21], [0.84, 0.52, -3.38], [-0.25, -2.13, -5.86], [-1.17, -4.21, -1.33], [-2.57, -4.53, -2.50], [-2.24, -1.27, 5.91], [1.13, -0.45, -5.27], [-0.04, 1.81, -0.48], [-1.22, -2.66, 5.51], [0.80, -1.37, -6.17], [2.80, 1.21, 1.23], [2.64, 3.91, 3.61], [-0.32, 2.07, -1.36], [-1.78, -2.68, -4.48], [-0.63, -1.43, 6.64], [4.99, 2.33, 1.93], [0.49, -0.26, -4.05], [0.30, -0.92, 2.56], [0.53, 0.87, 4.61], [-1.21, -1.60, 5.73], [-0.63, -0.87, 4.63], [-0.51, 0.57, 4.70], [-0.77, -0.61, 0.50], [-0.94, -2.02, -4.66], [4.26, 3.52, 4.24], [-4.18, 1.77, -3.05], [-0.91, 0.92, 5.65], [-1.56, -0.89, -1.93], [1.98, 0.18, -5.51], [4.09, 4.67, 2.92], [-0.59, -1.08, -3.69], [2.06, 1.55, 2.81], [3.68, 3.75, 3.34], [0.63, 0.59, -0.54], [4.96, 1.50, 1.21], [-0.32, -2.59, 3.54], [-2.58, -2.60, -1.58], [3.78, 2.67, 2.39], [-2.08, -3.84, -1.81], [-4.03, 0.76, -2.94], [0.48, -1.48, -0.38], [-3.63, -2.54, -1.25], [-4.17, -0.73, -4.71], [-0.19, -1.49, 3.51], [-1.06, 1.04, 3.88], [-0.56, -2.89, -6.57], [1.83, 0.60, -0.67]]}

=====

{"formula": "C52H138F3N12O14Zn", "method": "ωB97M-V/def2-TZVPD", "total_charge": 1, "relative_energy_kcal_mol": 153.1, "species": ["H", "C", "H", "H", "H", "H", "C", "H", "H", "H", "H", "H", "H", "Zn", "H", "H", "H", "H", "H", "C", "H", "N", "H", "H", "H", "O", "H", "H", "N", "H", "H", "H", "H", "N", "H", "H", "H", "H", "H", "H", "C", "C", "H", "H", "H", "C", "H", "H", "H", "H", "C", "N", "H", "H", "H", "H", "H", "H", "H", "H", "C", "H", "H", "H", "H", "H", "C", "C", "H", "H", "H", "C", "C", "H", "C", "H", "H", "N", "O", "N", "C", "O", "H", "C", "O", "H", "C", "O", "O", "H", "C", "C", "C", "H", "H", "H", "H", "O", "C", "H", "H", "H", "C", "C", "H", "H", "H", "C", "C", "F", "H", "H", "O", "C", "H", "C", "H", "C", "C", "H", "H", "H", "C", "C", "H", "C", "H", "H", "N", "C", "N", "H", "H", "C", "H", "C", "C", "O", "C", "C", "H", "H", "F", "H", "H", "H", "C", "H", "C", "H", "H", "H", "C", "N", "H", "H", "H", "O", "C", "O", "H", "H", "C", "H", "O", "H", "H", "H", "H", "H", "C", "C", "H", "H", "C", "H", "C", "C", "H", "H", "N", "C", "H", "H", "H", "H", "H", "H", "C", "H", "H", "H", "H", "H", "N", "O", "C", "H", "H", "H", "H", "H", "C", "H", "H", "H", "H", "N", "H", "H", "H", "O", "H", "H", "H", "H", "C", "H", "F", "H"], "positions_angstrom": [[6.16, 7.41, -0.31], [-5.29, -5.09, -0.17], [4.60, 3.28, 1.09], [3.23, 2.80, 3.58], [-3.36, 6.67, -0.49], [-0.75, -1.28, 1.68], [-0.16, 1.72, -0.93], [-3.43, 1.19, 2.29], [4.82, 5.03, 0.96], [5.44, 2.21, 2.80], [-1.69, -6.48, 5.49], [-3.09, -3.62, -4.35], [3.36, 4.82, -6.75], [-2.79, 3.24, 0.65], [-4.07, -2.63, 0.09], [3.97, 3.12, -6.77], [-6.62, -0.04, -0.18], [4.38, 8.46, -3.38], [-3.01, -0.43, -3.27], [4.69, -0.82, -2.42], [0.59, 0.25, 4.54], [4.01, 1.43, 4.98], [0.96, -0.85, 7.03], [4.44, 0.28, -5.02], [-4.20, -1.54, -0.98], [1.93, 3.39, -6.22], [4.22, -2.84, -2.35], [-2.17, -5.12, -0.65], [1.48, -0.22, 4.39], [-2.02, -0.36, -2.03], [-1.24, -1.86, 0.16], [1.62, -8.82, -3.48], [-0.02, 2.80, 3.25], [4.96, -2.23, -2.67], [5.95, 7.79, -3.95], [3.83, -0.55, -3.03], [-0.46, 1.30, -4.35], [3.81, 3.97, -5.38], [-7.92, -1.07, -0.93], [-5.26, -2.95, 2.89], [4.19, -0.80, -1.02], [-6.85, -0.90, -0.81], [-0.12, -2.24, -2.20], [-5.61, -3.86, 6.18], [-6.38, 2.93, -2.20], [4.06, 2.77, 4.29], [-0.42, -5.23, 5.09], [-4.24, -0.45, 4.49], [-3.05, 3.27, 3.46], [-0.23, 4.90, -3.05], [2.57, -6.84, -1.94], [-2.85, -0.83, -2.35], [-0.01, -4.78, 2.73], [3.25, -9.26, -3.15], [-2.09, -5.13, 4.57], [0.33, 1.75, -5.85], [4.84, -1.34, -0.34], [3.46, 4.79, 4.79], [-0.91, 3.47, -2.75], [3.91, 0.64, 4.35], [-2.34, -2.12, -2.74], [3.91, -4.75, -3.19], [1.82, -1.27, -3.25], [1.71, -4.73, -0.22], [6.23, 2.84, 4.19], [-1.90, 1.05, 2.01], [-1.69, -5.35, 1.40], [-4.59, -0.95, 3.59], [3.94, 3.22, -3.20], [1.28, 2.88, -3.64], [-4.22, 4.77, -2.71], [3.31, -5.57, -1.39], [-0.35, -1.60, 0.72], [-6.12, -0.33, 2.05], [0.42, -0.46, 0.08], [-2.51, 6.25, -2.06], [-5.39, 1.00, 2.82], [5.91, 7.81, -1.20], [-4.98, -4.24, -1.29], [-2.62, 1.75, 2.10], [1.04, -1.06, -3.98], [-4.36, -3.25, 4.64], [2.03, -3.41, 5.35], [5.44, 0.69, -5.08], [-0.28, -0.97, -3.56], [0.32, -2.43, 0.94], [6.02, 5.50, -2.09], [6.19, -0.05, -4.15], [-1.10, 4.04, 1.89], [3.12, -2.12, 5.91], [-2.00, -1.32, 5.81], [0.37, -1.42, 6.31], [3.28, 3.83, -6.32], [-5.77, 1.49, -2.87], [-2.47, -4.19, 2.86], [3.58, 4.33, 2.07], [-5.13, 2.20, -0.15], [-2.95, 4.72, -1.03], [-0.81, -2.17, -3.04], [-4.98, 4.82, -1.16], [1.57, -6.43, -2.09], [1.18, -0.11, 0.78], [-0.05, 4.99, 1.65], [1.17, -1.51, 4.98], [-2.11, 2.26, 5.32], [-2.50, -2.81, -1.92], [-6.60, 0.01, 3.69], [4.26, 4.03, -2.55], [-1.27, -5.28, -0.04], [1.66, 3.25, -1.37], [-1.09, 2.52, -5.50], [5.88, 0.61, -6.07], [-1.01, -6.47, 3.51], [-0.55, -5.66, 2.38], [-0.56, -4.49, -0.27], [-4.28, 2.89, -1.81], [4.53, 4.00, 5.94], [5.02, 7.58, -3.44], [0.49, 3.31, -4.26], [-3.53, 2.56, -2.53], [-2.24, -6.29, 1.49], [0.09, -2.42, 6.65], [5.40, 3.02, 3.52], [2.65, -8.54, -3.70], [3.35, -4.12, 0.12], [-1.27, -5.82, 4.74], [-0.51, -2.97, -3.71], [6.80, 8.13, -1.56], [-3.69, -1.02, 2.51], [-0.96, 3.35, 3.13], [-2.24, -4.07, 1.88], [-6.54, -0.64, -1.82], [0.67, 5.05, 2.46], [1.40, 2.09, -0.80], [7.01, 5.78, -2.42], [2.77, -5.00, -0.14], [-2.61, 6.06, -0.99], [-1.13, 2.66, -0.59], [-5.49, 2.53, -2.69], [-4.13, 4.39, -1.69], [1.63, 4.95, -4.68], [-4.22, -2.39, -4.00], [2.21, 1.31, -1.47], [-4.27, -1.32, 1.74], [4.38, -5.78, -1.34], [-0.52, 5.93, 1.37], [2.37, -2.39, 5.16], [1.25, -0.03, -4.24], [3.65, 3.85, 5.31], [6.11, 5.08, -1.09], [-5.40, 2.92, -3.71], [-2.94, -1.96, -4.92], [-2.34, 1.64, 4.45], [3.25, -4.54, -2.45], [0.47, -1.98, 4.29], [2.77, -8.70, -4.77], [2.04, 0.23, 5.09], [2.99, -7.29, -3.25], [-5.74, -0.01, 3.02], [5.51, 4.28, 2.74], [5.42, 1.73, -4.73], [2.63, -5.71, 0.68], [-0.21, 2.15, -4.99], [0.50, 4.58, -5.96], [5.58, 4.48, -2.95], [0.15, -6.30, 1.84], [-4.49, -5.82, -0.05], [2.30, -4.51, -2.78], [0.54, 4.64, 0.81], [-5.73, -4.75, 4.70], [-6.01, -2.18, -0.38], [5.83, 0.05, -2.81], [-4.17, 1.19, -0.79], [3.58, 4.88, -2.45], [-3.14, -2.58, -4.04], [-3.13, -1.85, 2.68], [-5.18, -2.40, 3.83], [-6.09, -3.33, -1.51], [-5.14, -4.43, 0.69], [4.90, -2.32, -3.67], [-4.20, 2.17, -0.55], [-2.29, 2.51, 3.28], [5.61, 1.08, -2.55], [3.23, -1.30, -1.00], [-2.07, -2.21, 6.44], [-7.09, -3.76, -1.61], [0.85, -0.82, -0.86], [-6.16, -2.32, 4.31], [1.22, 4.13, -5.26], [4.41, 6.86, -4.00], [-1.68, 0.77, 4.44], [2.69, 3.71, 5.80], [-4.28, -4.93, 5.83], [-6.41, -2.49, 0.59], [-0.55, 4.05, -3.50], [-0.56, 0.57, -0.18], [-5.01, -4.27, 5.37], [2.68, -7.69, -1.26], [1.19, -1.70, -4.86], [6.72, -0.18, -2.22], [-1.43, -3.48, 1.85], [-5.93, -2.90, -2.50], [5.23, 6.89, -2.10], [4.21, 0.22, -0.65], [-2.82, -0.61, 5.95], [4.20, 6.80, -1.76], [-3.36, 1.27, 4.53], [-4.64, -1.82, -0.11], [4.73, 1.18, 5.64], [-0.35, 1.24, -1.88], [2.83, -2.41, 4.17], [-0.76, -0.65, 5.96], [-1.03, 4.10, 3.92], [-1.63, 6.10, -0.53], [-6.23, -5.59, -0.40], [-0.83, -6.19, -0.46], [4.58, 4.22, 1.65], [-2.16, -1.85, 4.87], [1.88, 2.24, 0.46], [4.20, 3.65, -1.52]]}

=====

{"formula": "C6H8N2O2", "method": "ωB97M-V/def2-TZVPD", "relative_energy_kcal_mol": 26.8, "species": ["H", "H", "H", "H", "N", "H", "C", "C", "O", "H", "C", "H", "H", "C", "N", "C", "C", "O"], "positions_angstrom": [[1.31, -1.30, 1.16], [1.53, 2.05, 0.15], [0.35, -2.00, 2.60], [-1.26, -0.20, 2.44], [0.34, -0.86, -1.08], [0.65, -1.78, -1.38], [0.87, 1.32, -0.29], [-0.40, -0.24, 1.76], [2.47, -0.47, -0.37], [-2.18, 1.08, -1.58], [-0.38, 1.64, -0.64], [-0.43, 0.49, 1.02], [-0.69, 2.66, -0.58], [1.33, -0.04, -0.52], [-1.31, 0.76, -1.14], [0.49, -1.19, 1.86], [-0.98, -0.55, -1.46], [-1.73, -1.36, -1.94]]}

=====

{"formula": "C16H20IMgN2OS5", "method": "ωB97M-V/def2-TZVPD", "total_charge": -2, "spin_multiplicity": 2, "relative_energy_kcal_mol": 33.8, "species": ["H", "H", "H", "C", "H", "C", "C", "C", "H", "C", "C", "S", "H", "H", "H", "H", "C", "C", "C", "H", "C", "C", "C", "H", "H", "I", "Mg", "H", "C", "H", "H", "S", "H", "S", "S", "N", "N", "H", "H", "O", "S", "C", "H", "H", "C", "C"], "positions_angstrom": [[-0.49, 0.14, 3.43], [-2.18, 2.41, -2.07], [-4.85, 0.53, -4.88], [1.47, 0.68, -2.06], [3.90, -0.11, 3.63], [-4.06, 0.50, -4.14], [-3.51, -0.70, -3.78], [2.42, -1.41, -2.04], [1.34, 2.54, 3.28], [2.45, 1.16, -2.87], [-1.28, 2.15, 3.63], [-0.86, -1.78, 1.91], [4.19, -1.77, -3.16], [2.87, 2.40, 1.00], [-1.42, 0.43, 4.89], [-3.96, 2.64, -3.81], [-2.61, 1.57, -2.59], [3.50, 0.31, -3.32], [1.95, 1.88, 1.29], [0.65, 1.32, -1.75], [-0.68, 0.88, 4.22], [2.97, 0.47, 3.56], [3.45, -1.04, -2.86], [-2.34, 1.97, 3.42], [-3.83, -1.62, -4.24], [2.29, -3.44, -1.46], [-0.49, -1.13, -0.24], [2.52, -0.38, 5.50], [1.98, -0.05, 4.61], [4.27, 0.65, -4.00], [1.40, -0.88, 4.21], [0.80, 1.19, 5.24], [1.43, 3.81, 2.06], [2.43, 0.20, 1.84], [-0.65, 2.66, 1.99], [1.40, -0.63, -1.57], [-2.09, 0.38, -2.22], [3.22, 1.52, 3.72], [1.37, 1.67, 0.40], [-1.20, 0.40, -1.27], [-1.73, -2.26, -2.40], [1.15, 2.77, 2.23], [2.41, 2.19, -3.19], [-1.20, 3.01, 4.30], [-2.48, -0.80, -2.81], [-3.58, 1.67, -3.54]]}

=====

{"formula": "C38H59BCaN2O5P2", "method": "ωB97M-V/def2-TZVPD", "relative_energy_kcal_mol": 3.0, "species": ["H", "H", "C", "C", "C", "C", "C", "H", "H", "H", "H", "H", "C", "C", "C", "C", "C", "C", "H", "C", "H", "O", "H", "H", "H", "Ca", "H", "C", "C", "C", "H", "H", "H", "H", "C", "H", "H", "H", "C", "H", "H", "C", "C", "H", "H", "C", "H", "H", "H", "C", "H", "C", "H", "C", "C", "H", "H", "H", "P", "H", "H", "H", "H", "C", "H", "H", "H", "H", "H", "H", "C", "H", "C", "C", "C", "H", "H", "H", "H", "C", "H", "N", "C", "H", "H", "H", "H", "C", "H", "O", "H", "C", "H", "C", "B", "P", "C", "H", "O", "H", "C", "H", "H", "O", "N", "O", "C", "C"], "positions_angstrom": [[-3.99, -3.85, -1.14], [-0.42, -3.40, -1.58], [5.37, 1.04, -0.40], [4.52, 1.97, -3.83], [4.67, 3.40, -0.84], [-0.44, 2.78, -3.07], [1.74, 2.74, -1.83], [-5.18, -0.30, -0.95], [1.49, 0.32, -3.87], [0.00, 3.80, 2.42], [-3.69, 1.93, -3.72], [4.99, -0.54, -2.65], [3.54, 2.05, 0.92], [-0.17, 1.51, 7.20], [-1.92, -0.11, 5.83], [-3.02, -2.20, -3.52], [-1.27, 3.95, -4.98], [4.14, -0.45, -3.34], [5.95, 1.03, -1.33], [-0.59, -3.04, 3.21], [-1.09, -0.30, -3.64], [-1.15, -0.31, 2.98], [-3.04, -1.75, 1.80], [-3.43, 0.37, -2.27], [2.05, -1.27, -0.62], [0.38, 0.25, 0.96], [0.83, 2.56, 2.55], [-0.63, 0.06, 5.34], [-1.84, -2.07, -2.57], [0.25, 0.87, 6.04], [4.50, -0.67, -4.34], [2.62, 0.54, -5.22], [5.29, 3.40, -1.74], [-0.83, -5.06, 2.54], [-2.34, 0.53, 6.98], [-5.98, -1.76, -0.40], [4.27, 2.40, 1.64], [-1.78, 1.86, 8.57], [-1.46, 1.35, 7.67], [6.04, 1.35, 0.40], [5.05, 0.01, -0.19], [3.52, 0.95, -3.31], [-0.31, -2.20, 4.28], [-0.36, -1.84, -4.10], [-1.11, 4.67, -5.78], [-1.70, 2.14, -2.93], [-2.61, -0.78, 5.32], [0.09, -1.06, -2.57], [-4.68, -3.72, 0.48], [2.31, 0.94, -4.25], [-5.16, -1.74, -1.96], [-1.25, -3.46, -2.29], [1.26, 1.01, 5.69], [-0.05, -4.14, 5.70], [-3.85, -3.39, -0.15], [-2.05, -0.53, 3.24], [-3.77, -2.91, -3.17], [3.21, 1.05, 1.25], [-2.18, -1.26, -0.91], [0.17, -4.55, 6.67], [-0.35, -6.04, 4.76], [-3.84, -0.26, 1.28], [1.81, 3.33, -0.91], [-2.49, 3.31, -4.86], [5.48, 1.91, -3.31], [2.68, 2.73, 0.97], [-4.81, -1.67, 1.70], [-1.99, -4.16, -1.90], [-0.86, -3.88, -3.22], [0.53, 2.13, 7.74], [1.05, -0.25, 3.36], [-0.80, -2.63, 2.23], [-0.23, 3.70, -4.08], [-0.25, -0.70, 4.08], [-2.72, 2.41, -3.83], [0.71, 4.22, -4.17], [2.09, 3.38, -2.64], [-3.51, -1.24, -3.71], [4.15, 2.99, -3.75], [4.18, 2.00, -0.48], [-3.30, 0.87, -0.59], [0.36, 2.35, -2.04], [-3.88, -1.35, 1.23], [3.41, -1.22, -3.07], [0.18, -2.12, 6.37], [-2.66, -2.56, -4.49], [4.71, 1.78, -4.89], [-2.73, 0.45, -1.43], [5.28, 3.78, -0.02], [0.39, 3.10, 1.88], [-2.93, -3.79, 0.27], [-3.84, -1.87, -0.22], [3.85, 4.11, -0.99], [-0.61, -4.42, 3.38], [-0.34, 1.40, -1.18], [2.84, 1.26, -1.58], [-0.34, -4.97, 4.63], [1.78, -2.04, 0.70], [1.50, -1.07, 2.51], [-3.28, 3.53, -5.56], [-0.04, -2.76, 5.53], [1.90, 1.94, -4.42], [-3.35, 0.38, 7.34], [1.44, -1.90, -0.19], [-1.65, 1.33, -1.81], [1.37, 0.96, 3.37], [-0.74, -1.25, -3.25], [-5.10, -1.38, -0.94]]}

=====

{"formula": "C6H13NO2", "method": "ωB97M-V/def2-TZVPD", "relative_energy_kcal_mol": 31.3, "species": ["H", "H", "C", "H", "H", "H", "O", "C", "C", "H", "H", "C", "C", "H", "H", "O", "H", "N", "C", "H", "H", "H"], "positions_angstrom": [[-3.11, 1.50, 0.47], [-0.38, -1.14, -2.34], [2.84, 0.16, 0.24], [2.28, -1.03, -1.45], [3.89, -0.16, 0.14], [-0.98, 0.49, -1.97], [-2.52, -0.93, 0.99], [-0.11, -0.17, -1.91], [-0.24, -0.22, 0.65], [2.75, 1.15, -0.22], [-1.67, 1.87, -0.12], [-1.72, 0.21, 0.91], [0.41, -0.36, -0.51], [2.62, 0.25, 1.31], [-3.10, -0.81, 0.22], [-1.79, 0.85, 2.15], [0.66, 0.28, -2.54], [-2.31, 1.09, -0.02], [1.92, -0.85, -0.43], [0.26, -0.49, 1.58], [-1.68, 0.12, 2.78], [1.96, -1.81, 0.08]]}

=====

Q: Number 5 is which compound?
A: C38H59BCaN2O5P2